Molecular formula: C13H22F4N4O4PS
Method: DFT, the ωB97M-V functional and the def2-TZVPD basis

```
49
C13H22F4N4O4PS, DFT the ωB97M-V functional and the def2-TZVPD basis
C 5.282 -2.523 0.938
C 4.833 -1.819 -0.366
O 5.366 -0.492 -0.382
C 5.017 0.167 -1.595
C 4.295 1.541 -1.364
O 4.137 1.892 0.009
C 2.848 1.528 0.452
C 1.838 2.714 0.399
O 0.860 2.442 1.416
C -0.318 3.211 1.233
N -1.384 2.486 1.930
S -1.630 2.904 3.597
C -2.109 1.528 1.363
N -3.079 0.833 2.040
C -3.509 -0.040 1.121
P -4.821 -1.261 1.646
O -4.516 -1.636 3.039
N -2.912 0.049 -0.073
C -3.021 -0.699 -1.338
C -4.457 -1.186 -1.705
C -4.439 -2.716 -1.828
F -3.333 -3.315 -2.365
C -5.461 -3.559 -1.467
F -6.573 -3.579 -2.156
F -5.387 -4.398 -0.462
N -2.021 1.061 0.119
F -1.198 1.406 -0.880
H 4.599 -3.361 1.156
H 6.305 -2.894 0.771
H 5.294 -1.786 1.757
H 5.124 -2.382 -1.272
H 3.721 -1.717 -0.373
H 4.381 -0.514 -2.189
H 5.946 0.364 -2.165
H 3.329 1.516 -1.913
H 4.866 2.364 -1.834
H 2.438 0.649 -0.089
H 2.903 1.209 1.512
H 2.365 3.644 0.697
H 1.406 2.827 -0.615
H -0.156 4.179 1.742
H -0.540 3.401 0.169
H -0.587 2.241 4.190
H -6.104 -0.646 1.541
H -4.695 -2.409 0.833
H -2.288 -1.527 -1.281
H -2.669 -0.080 -2.180
H -4.684 -0.807 -2.724
H -5.263 -0.812 -1.059
```

As for the HOMO-LUMO gap: 7.80 eV. Its total charge is +1.

These are the Mulliken partial charges, in e, on atoms 1 to 6:
1 C -1.16
2 C -0.14
3 O -0.37
4 C -0.53
5 C -0.38
6 O -0.41

Molecular formula: C13H22IN2O6PS
Method: DFT, the ωB97M-V functional and the def2-TZVPD basis

```
46
C13H22IN2O6PS, DFT the ωB97M-V functional and the def2-TZVPD basis
C 0.802 -5.683 -2.082
C 1.245 -6.117 -0.558
O 0.349 -6.787 0.177
O 2.543 -5.817 0.069
C 3.006 -4.447 -0.268
C 3.740 -3.738 1.032
C 3.796 -2.124 0.753
C 3.171 -1.185 1.938
C 1.531 -0.908 1.789
C 0.692 -2.251 1.324
N -0.042 -3.154 0.760
C 1.164 0.458 0.970
C -0.381 1.019 1.278
N -1.517 1.583 1.637
P 1.453 0.425 -0.909
O 1.243 -1.144 -1.627
I 3.881 1.010 -1.157
H -0.072 -6.348 -2.524
H 0.352 -4.580 -2.020
H 1.726 -5.655 -2.835
H 2.149 -3.721 -0.601
H 3.817 -4.588 -1.127
H 3.246 -4.021 2.062
H 4.841 -4.196 1.075
H 3.358 -1.929 -0.318
H 4.953 -1.840 0.679
H 3.274 -1.811 2.949
H 3.720 -0.165 2.114
H 1.179 -0.712 2.915
H 1.891 1.302 1.404
H 1.913 -1.246 -2.388
O -3.451 7.151 -0.945
S -4.563 6.226 -0.940
O -5.672 6.361 -0.018
O -3.988 4.704 -0.847
C -3.109 4.372 0.217
C -3.862 4.176 1.519
C -5.217 6.118 -2.587
H -2.323 5.128 0.323
H -2.617 3.432 -0.056
H -4.289 5.119 1.872
H -3.196 3.795 2.298
H -4.692 3.475 1.385
H -4.392 5.966 -3.286
H -5.729 7.057 -2.810
H -5.925 5.288 -2.633
```

As for the HOMO-LUMO gap: 8.42 eV.

These are the Mulliken partial charges, in e, on atoms 1 to 6:
1 C -0.68
2 C 0.64
3 O -0.55
4 O -0.32
5 C -0.08
6 C -0.66

Molecular formula: C13H22N4O4ReS4
Method: DFT, the ωB97M-V functional and the def2-TZVPD basis

```
48
C13H22N4O4ReS4, DFT the ωB97M-V functional and the def2-TZVPD basis
Re -0.269 -0.180 -0.411
C 1.938 -2.643 -0.804
C 1.117 -3.171 0.356
S 0.179 -1.905 1.284
C 1.313 -1.359 2.577
C 2.367 -0.417 2.061
S 1.632 0.802 0.923
C 3.040 1.036 -0.193
C 2.572 1.975 -1.280
S 0.899 1.558 -1.866
C 1.257 0.536 -3.327
C 1.916 -0.789 -3.004
S 0.814 -1.716 -1.890
H 2.358 -3.474 -1.371
H 2.748 -1.993 -0.475
H 1.742 -3.710 1.067
H 0.357 -3.866 -0.002
H 1.749 -2.243 3.042
H 0.670 -0.863 3.298
H 3.150 -0.943 1.514
H 2.823 0.144 2.877
H 3.380 0.076 -0.578
H 3.848 1.485 0.387
H 3.243 1.979 -2.139
H 2.500 2.997 -0.909
H 1.876 1.138 -3.993
H 0.284 0.395 -3.795
H 2.891 -0.663 -2.533
H 2.046 -1.375 -3.913
N -3.407 2.570 1.387
C -2.446 2.308 2.507
C -1.296 1.418 2.043
O -0.402 1.127 2.814
O -1.425 1.043 0.819
H -4.325 2.162 1.573
H -3.063 2.155 0.474
H -3.553 3.567 1.234
H -2.965 1.809 3.323
H -2.050 3.247 2.885
N -5.836 -1.674 1.737
C -4.963 -1.937 1.034
N -3.963 -2.229 0.227
C -2.884 -1.758 -0.069
N -1.820 -1.354 -0.433
O -3.170 1.706 -1.185
C -2.538 1.212 -2.098
O -1.412 0.557 -2.047
H -2.921 1.261 -3.126
```

The calculation puts the energy relative to the best compared isomer or geometry (same formula, charge and spin) at 50.8 kJ/mol. As for the HOMO-LUMO gap (alpha / beta): 7.51 / 6.63 eV. Its total charge is +2. Its spin multiplicity is 2. Its expectation value of S² is 0.76.

These are the Mulliken partial charges, in e, on atoms 1 to 6:
1 Re 1.68
2 C -0.43
3 C -0.89
4 S 0.09
5 C -0.93
6 C -0.76

Molecular formula: C13H22N7PtS
Method: DFT, the ωB97M-V functional and the def2-TZVPD basis

```
44
C13H22N7PtS, DFT the ωB97M-V functional and the def2-TZVPD basis
Pt -0.389 0.201 -0.607
C -0.230 2.124 -4.398
C -0.114 1.238 -3.206
N -0.729 1.448 -2.090
N -1.563 2.516 -1.952
C -2.150 2.558 -0.774
N -2.990 3.574 -0.545
S -1.940 1.395 0.531
C 0.702 0.005 -3.230
C 1.344 -0.445 -4.369
C 2.045 -1.644 -4.328
C 2.087 -2.360 -3.145
C 1.432 -1.847 -2.037
N 0.759 -0.704 -2.075
H -0.755 3.034 -4.129
H -0.783 1.625 -5.196
H 0.760 2.376 -4.779
H -3.201 4.216 -1.290
H -3.503 3.629 0.315
H 1.292 0.133 -5.280
H 2.550 -2.009 -5.212
H 2.618 -3.297 -3.067
H 1.459 -2.356 -1.082
C 1.615 0.976 1.852
N 0.644 0.267 2.670
C 0.052 1.076 3.729
C 0.034 -0.856 2.221
N -0.074 -1.113 0.932
N -0.446 -1.726 3.140
C 0.143 -1.878 4.463
C -1.443 -2.716 2.769
H 2.384 1.381 2.511
H 1.156 1.799 1.299
H 2.079 0.291 1.148
H -0.431 1.953 3.291
H 0.826 1.407 4.423
H -0.694 0.511 4.278
H -0.313 -2.077 0.752
H 1.064 -1.305 4.529
H 0.377 -2.931 4.629
H -0.541 -1.550 5.248
H -0.992 -3.630 2.368
H -2.132 -2.302 2.035
H -2.012 -2.987 3.657
```

As for the HOMO-LUMO gap: 7.41 eV. Its total charge is +1.

These are the Mulliken partial charges, in e, on atoms 1 to 6:
1 Pt 0.41
2 C -1.55
3 C 1.08
4 N 0.70
5 N -1.23
6 C 0.61

Molecular formula: C13H23BCl5FN3O
Method: DFT, the ωB97M-V functional and the def2-TZVPD basis

```
47
C13H23BCl5FN3O, DFT the ωB97M-V functional and the def2-TZVPD basis
C -1.951 3.669 -4.422
C -2.345 2.340 -3.486
C -0.875 1.668 -3.076
N -0.130 0.809 -4.071
N 1.077 0.183 -3.988
C 1.856 0.347 -2.731
Cl 3.554 -0.461 -2.538
C 1.346 1.202 -1.386
B 2.260 1.350 -0.017
N 2.698 2.791 0.339
O 2.666 0.187 0.829
C -0.152 1.918 -1.589
C -0.859 2.813 -0.399
C -1.170 1.964 0.981
C -1.569 0.387 0.725
F -2.930 0.241 0.152
H -2.462 4.654 -4.040
H -2.131 3.439 -5.563
H -0.776 3.857 -4.320
H -2.955 2.662 -2.531
H -2.989 1.633 -4.183
H -0.652 0.670 -4.992
H 2.878 3.223 -0.617
H 1.799 3.240 0.650
H 3.684 0.204 0.762
H -0.185 3.748 -0.097
H -1.901 3.293 -0.730
H -2.052 2.443 1.595
H -0.210 1.965 1.688
H -1.604 -0.128 1.797
H -0.763 -0.219 0.111
Cl 1.868 -3.469 4.109
C 2.342 -1.767 3.881
C 1.376 -0.806 4.556
Cl -0.217 -0.783 3.760
H 2.415 -1.576 2.806
H 3.341 -1.656 4.314
H 1.770 0.214 4.505
H 1.226 -1.060 5.610
Cl 0.492 -5.564 -0.124
C -0.381 -6.187 1.298
C -1.565 -5.311 1.675
Cl -1.054 -3.726 2.307
H 0.333 -6.276 2.123
H -0.729 -7.192 1.040
H -2.148 -5.794 2.465
H -2.227 -5.139 0.821
```

As for the HOMO-LUMO gap: 6.62 eV. Its total charge is +1.

These are the Mulliken partial charges, in e, on atoms 1 to 6:
1 C -0.83
2 C -0.56
3 C 0.09
4 N 0.29
5 N -0.73
6 C 0.26

no.,energy (eV)
1,-58965.56654
2,-57319.18830
3,-73445.61080
4,-38347.26791
5,-86364.17361